[1]
The following is a DFT calculation (ωB97M-V with the def2-TZVPD basis set) of the molecule C19H27N3O6S in a non-equilibrium geometry.

Geometry as XYZ:
```
56
Properties=species:S:1:pos:R:3:forces:R:3:nbo_charge:R:1
C 2.30099 1.92508 -3.57568 -0.2 -0.3 0.3 -0.64
C 1.72555 1.35468 -2.28065 0.1 0.4 0.0 -0.06
O 1.74100 -0.05626 -2.21870 0.1 -0.3 0.0 -0.57
C 0.73597 -0.66944 -3.01795 0.0 -0.1 -0.2 -0.08
C 0.92490 -2.18454 -2.99080 -0.1 0.4 0.3 -0.43
C 0.42426 -2.82819 -1.70728 -0.1 -0.3 -0.1 -0.21
N 1.16063 -2.33729 -0.55907 0.1 0.1 -0.3 -0.62
C 0.68370 -2.51874 0.67943 0.6 0.1 0.2 0.66
O -0.30339 -3.18605 0.92682 -0.2 -0.2 0.1 -0.64
C 1.48154 -1.85811 1.80702 -0.1 -0.3 0.2 -0.32
N 2.10932 -0.59639 1.47169 -0.2 -0.3 0.0 -0.43
C 3.46261 -0.48382 1.58016 0.3 0.2 0.1 0.66
O 4.17914 -1.40282 1.90827 0.2 0.1 -0.1 -0.59
C 4.01615 0.88167 1.19824 0.4 -0.2 -0.2 -0.16
O 3.18219 1.97248 1.52894 -0.3 0.1 0.2 -0.47
C 1.87234 1.79738 1.20220 -0.3 0.0 -0.2 0.29
C 1.08561 2.91482 0.95366 0.2 -0.3 0.0 -0.25
C -0.23402 2.76380 0.55858 -0.2 0.0 -0.1 -0.18
C -0.75390 1.49159 0.44016 -0.4 -0.1 -0.2 -0.35
S -2.35644 1.16268 -0.28406 0.6 0.1 0.3 2.33
O -2.08151 0.58520 -1.57528 -0.1 -0.2 0.2 -0.96
O -3.14818 2.35900 -0.23455 0.0 0.0 0.3 -0.94
N -2.94818 -0.01248 0.74411 0.3 0.8 -0.8 -0.69
C -4.08707 0.37165 1.55859 -0.5 0.4 0.5 -0.23
C -5.27548 -0.32974 0.90406 0.2 0.0 0.1 -0.41
C -4.66750 -1.67520 0.50655 0.0 0.2 0.1 -0.42
C -3.20414 -1.33570 0.17802 0.3 -0.8 -0.5 -0.25
C -0.00582 0.37422 0.74868 0.3 0.0 0.1 -0.15
C 1.31836 0.50855 1.13397 -0.1 0.5 -0.1 0.08
H 2.40537 3.00158 -3.47536 0.0 0.1 0.0 0.22
H 1.65024 1.72198 -4.42171 0.0 0.0 -0.1 0.21
H 3.27883 1.49119 -3.77217 0.1 0.0 0.0 0.21
H 0.70126 1.72049 -2.12508 0.1 0.0 0.1 0.18
H 2.34114 1.68334 -1.43871 -0.1 0.0 -0.1 0.18
H -0.25690 -0.38436 -2.64268 0.1 0.0 -0.1 0.20
H 0.82782 -0.32103 -4.05388 0.0 0.0 0.1 0.17
H 0.37903 -2.61762 -3.82915 0.0 0.0 0.0 0.22
H 1.98668 -2.40304 -3.12145 0.0 0.0 -0.1 0.21
H -0.64012 -2.61064 -1.56170 0.1 -0.1 0.0 0.20
H 0.53616 -3.91722 -1.76049 -0.1 0.1 0.0 0.20
H 1.88023 -1.65618 -0.75227 0.0 0.1 0.2 0.43
H 2.28837 -2.53740 2.10313 -0.2 0.1 0.0 0.28
H 0.80433 -1.72830 2.65709 0.0 0.0 -0.1 0.23
H 4.96178 1.04060 1.71976 -0.2 -0.1 -0.1 0.23
H 4.21062 0.86944 0.11274 0.0 0.0 0.2 0.20
H 1.53481 3.88970 1.05244 0.1 0.1 0.0 0.24
H -0.85482 3.61345 0.32678 0.0 0.2 0.0 0.24
H -3.92687 0.00561 2.57797 0.0 0.1 0.0 0.19
H -4.16935 1.45656 1.56508 -0.1 -0.1 0.2 0.24
H -5.57880 0.23003 0.01840 0.0 0.0 0.0 0.21
H -6.12697 -0.42968 1.57358 -0.1 0.0 0.0 0.22
H -5.17691 -2.13040 -0.33986 0.0 -0.1 0.0 0.22
H -4.70796 -2.36599 1.34882 0.0 0.0 0.0 0.21
H -2.51233 -2.06138 0.61657 -0.1 0.0 -0.1 0.23
H -3.02576 -1.28501 -0.89770 0.0 -0.2 0.1 0.23
H -0.48319 -0.58519 0.67261 0.0 -0.2 0.1 0.23
```
Positions in Å, forces in eV/Å.

HOMO level: -8.8154 eV
Total energy: -47732.03489 eV
Energy relative to the best compared isomer or geometry (same formula, charge and spin): 162.71 kJ/mol
SMILES: CCOCCCNC(=O)CN1C(=O)COc2ccc(S(=O)(=O)N3CCCC3)cc21
LUMO: 0.02316 hartree



[2]
The following is a DFT calculation (ωB97M-V with the def2-TZVPD basis set) of a structure of composition C19H27N5O3Pd in a non-equilibrium geometry.

Geometry as XYZ:
```
55
Properties=species:S:1:pos:R:3:forces:R:3:nbo_charge:R:1
N -2.83380 -2.14561 1.36268 -1.2 1.4 0.6 -0.44
C -3.74479 -1.60986 1.85689 1.1 -1.0 -0.5 0.35
C -4.91134 -1.03538 2.52966 -0.3 0.1 0.1 -0.75
H -5.49585 -1.84912 2.99838 0.2 0.4 -0.3 0.30
H -5.53825 -0.48133 1.80906 0.2 -0.4 0.3 0.27
H -4.59922 -0.33594 3.31666 0.0 -0.2 -0.2 0.27
N -0.37259 3.13218 -2.56029 0.0 0.0 0.0 -0.53
C -0.07895 4.20902 -2.86202 -0.2 -1.0 0.4 0.48
C 0.30739 5.55938 -3.20416 0.1 0.3 -0.1 -0.76
H -0.56749 6.13383 -3.50679 0.0 0.0 0.0 0.30
H 1.03105 5.54654 -4.01873 0.0 0.0 -0.1 0.30
H 0.76380 6.05581 -2.34771 0.0 -0.1 0.0 0.29
N 0.56285 -3.55373 -0.98689 1.5 0.1 -1.1 -0.45
C 1.47961 -3.86222 -1.63943 -1.3 0.1 1.0 0.35
C 2.61433 -4.35460 -2.41617 0.3 -0.2 -0.2 -0.75
H 3.49166 -3.70851 -2.27714 -0.2 -0.2 0.1 0.27
H 2.36524 -4.35117 -3.48710 0.0 -0.1 0.3 0.28
H 2.86259 -5.38492 -2.09120 -0.2 0.6 -0.2 0.30
Pd -1.12811 0.47789 -1.98573 -0.2 0.8 -0.6 0.79
C 0.78805 -0.10680 -1.78893 5.5 -0.3 1.5 0.53
O 1.90628 -0.20191 -1.51692 -4.1 0.2 -1.1 -0.37
C -1.68909 0.89624 -0.08677 -0.3 1.8 4.7 0.53
O -1.80854 1.30269 0.98206 0.2 -1.4 -3.5 -0.36
C -3.32969 0.01809 -2.37646 -1.5 0.1 -0.8 -0.25
C -3.02593 -1.36310 -2.32177 -1.3 0.6 1.5 -0.09
C -1.95198 -1.83679 -3.03694 1.8 -0.8 -0.5 -0.10
C -1.18446 -0.92513 -3.79917 -0.3 -0.5 -1.7 -0.24
C -1.77303 0.30566 -4.21371 1.3 -0.2 -0.2 -0.16
C -2.86675 0.79134 -3.48260 -0.6 0.5 1.0 -0.15
H -4.00859 0.45888 -1.63411 0.0 -0.3 -0.7 0.29
H -3.58511 -2.01457 -1.63363 0.4 0.3 -0.3 0.30
H -1.61882 -2.88086 -2.94550 -0.1 0.5 0.1 0.30
H -0.19073 -1.21978 -4.16161 -0.7 0.0 -0.2 0.29
H -1.27548 0.93083 -4.96644 -0.3 -0.3 0.3 0.31
H -3.24479 1.80902 -3.64064 0.1 -0.5 0.0 0.30
C 2.25206 2.61756 1.84630 -0.5 -0.4 -0.9 -0.46
N 2.38847 1.44120 2.69044 0.2 1.1 0.5 -0.02
C 3.14416 1.63412 3.90908 0.7 0.6 0.2 -0.48
C 1.68179 0.30190 2.34790 -1.2 0.3 -1.9 0.66
O 0.95877 0.30750 1.32480 1.3 0.3 1.7 -0.31
N 1.72893 -0.86756 3.08097 0.3 -0.7 -0.2 -0.03
C 2.50135 -1.21617 4.25994 -0.4 0.3 1.0 -0.47
C 0.96520 -1.91277 2.46628 -0.3 -1.2 0.6 -0.47
H 3.24351 2.96544 1.51418 0.0 -0.1 0.3 0.31
H 1.77281 3.44130 2.40153 0.2 -0.2 0.2 0.31
H 1.64007 2.32811 0.98998 0.2 0.4 0.1 0.26
H 2.49270 1.57557 4.79290 0.0 0.0 -0.1 0.30
H 3.95650 0.90092 3.98879 -0.1 0.1 0.0 0.29
H 3.58530 2.63470 3.87597 -0.1 -0.2 0.0 0.29
H 1.91792 -1.96779 4.79543 0.2 -0.1 -0.1 0.30
H 3.47869 -1.65063 4.00309 0.0 -0.1 -0.3 0.32
H 2.65656 -0.37027 4.93254 -0.1 -0.4 -0.3 0.27
H -0.06766 -1.60319 2.30280 -0.2 0.1 -0.1 0.31
H 1.36566 -2.19286 1.48894 0.1 0.1 -0.3 0.31
H 0.98776 -2.77316 3.12130 0.0 -0.2 0.0 0.28
```
Positions in Å, forces in eV/Å.

⟨S²⟩: 6.0512
HOMO level (spin up / spin down): -20.2464 / -21.0642 eV
Total energy: -37165.06296 eV
Total charge: +4
Multiplicity: 5
LUMO (spin up / spin down): -0.43829 / -0.62453 hartree